No. 1
{
  "formula": "C4H10N2OS",
  "method": "ωB97M-V with the def2-TZVPD basis set",
  "elements": ["C", "C", "C", "C", "H", "H", "H", "H", "H", "H", "H", "H", "H", "H", "N", "N", "O", "S"],
  "coordinates": [[0.191, 1.574, -1.032], [0.282, 0.596, 0.027], [-0.069, 1.205, 1.393], [-0.138, -1.810, -0.296], [-0.580, 2.607, -0.631], [0.066, 1.191, -2.199], [1.472, 2.089, -1.159], [1.203, 0.070, 0.012], [0.016, 0.204, 2.010], [-1.020, 1.720, 1.451], [0.728, 1.773, 1.788], [-3.093, -0.996, 0.444], [2.169, -1.588, -0.494], [1.434, -3.182, 0.092], [-0.612, -0.504, -0.390], [1.254, -2.113, -0.192], [-1.025, -2.723, -0.247], [-2.278, -0.113, -0.577]],
  "atomic_forces_ev_per_a": [[2.8, 6.1, -3.6], [-1.9, -0.6, 0.1], [0.8, -4.3, 0.7], [-2.6, -2.5, 0.1], [2.4, -3.3, -1.9], [-0.2, 1.0, 3.4], [-4.0, -1.0, 0.5], [1.1, 0.3, 0.5], [-0.9, 2.1, -0.3], [-0.1, -0.2, -0.1], [0.9, 1.0, 0.1], [2.2, 1.7, -1.9], [-3.1, -1.2, 0.7], [-0.8, 3.5, -1.1], [0.4, -0.6, 1.1], [1.3, -1.9, 0.4], [3.2, 2.0, -0.1], [-1.2, -2.1, 1.6]],
  "mulliken_charge": [-1.0098, 0.3632, -1.3565, 0.5336, 0.2353, 0.3153, 0.2743, 0.1809, 0.2824, 0.3844, 0.3954, 0.1634, 0.2310, 0.2656, 0.0296, -0.4613, -0.6427, -0.1842],
  "homo_ev": -8.8,
  "orbital_gap_ev": 9.32
}

---

No. 2
{
  "formula": "C3H3ClO2",
  "method": "ωB97M-V with the def2-TZVPD basis set",
  "elements": ["C", "C", "C", "O", "O", "Cl", "H", "H", "H"],
  "coordinates": [[0.648, -0.383, -2.579], [0.099, 0.514, -1.596], [0.091, -0.044, -0.141], [1.531, -1.036, -3.029], [-0.642, -0.333, -2.553], [-0.051, 2.227, -1.913], [0.231, 0.859, 0.551], [1.072, -0.554, 0.035], [-0.808, -0.711, -0.100]],
  "atomic_forces_ev_per_a": [[2.1, -0.3, 0.1], [0.7, -0.2, 1.1], [1.0, 1.8, -0.4], [-0.2, 0.2, -0.3], [-2.1, -0.4, -0.4], [0.0, -0.4, 0.3], [-1.2, -1.4, -0.7], [-1.1, -0.2, -0.4], [0.9, 0.8, 0.7]],
  "mulliken_charge": [0.4368, 0.6735, -0.9099, -0.5059, -0.3656, -0.1770, 0.2699, 0.2968, 0.2814],
  "homo_ev": -10.4,
  "smiles": "C[C@]1(Cl)OC1=O",
  "orbital_gap_ev": 11.03
}

---

Results for relative energy (zero: lowest compared OMol25 entry of this formula, charge and spin): 435.8, 132.2 (in kJ/mol, following the order of the records).
Results for E_LUMO: 0.52, 0.66 (in eV, following the order of the records).